[1]
This record from the Open Molecules 2025 dataset describes a single C26H46N6O5 molecule. The level of theory is the ωB97M-V functional and the def2-TZVPD basis.

Output
Electronic energy in eV: -46889.1293
HOMO energy in eV: -9.16
ΔE to the lowest compared entry with this formula, charge and spin in kcal per mole: 7.5
Frontier orbital gap in Eh: 0.36205

XYZ file:
```
83
Properties=species:S:1:pos:R:3:forces:R:3
C 4.077 1.982 -6.616 -0.073 0.108 0.214
C 3.027 2.333 -5.570 -0.059 -0.190 -0.264
C 1.632 1.882 -5.997 0.076 0.251 0.234
C 0.559 2.246 -4.964 0.079 -0.204 -0.179
C 0.780 1.524 -3.683 0.186 0.599 0.597
C 1.309 1.975 -2.491 -0.247 -0.248 -0.429
N 1.309 0.889 -1.686 -0.216 0.478 -0.681
C 1.804 0.785 -0.338 0.611 -0.003 0.500
C 3.338 0.774 -0.347 -0.183 -0.104 -0.084
C 3.912 -0.465 -1.046 0.114 -0.009 0.126
C 4.481 -1.501 -0.076 -0.291 0.013 -0.076
C 3.422 -2.191 0.784 0.216 0.079 0.110
N 2.494 -2.954 -0.014 0.233 -0.170 -0.207
C 1.149 -2.823 0.048 0.350 -0.152 -0.096
O 0.584 -2.016 0.756 -0.345 0.094 0.196
O 0.583 -3.714 -0.772 0.061 -0.119 -0.100
C -0.856 -3.799 -0.920 -0.696 -0.008 0.024
C -1.438 -2.461 -1.373 0.220 -0.145 0.071
C -1.486 -4.253 0.397 0.308 0.101 -0.135
C -1.046 -4.857 -2.007 0.242 0.277 0.282
C 1.282 1.970 0.485 -0.173 -0.162 -0.129
O 2.013 2.883 0.825 0.373 0.122 -0.019
N -0.033 1.946 0.783 -0.157 0.187 0.166
C -0.928 0.842 0.467 -0.256 -0.451 -0.112
C -2.351 1.183 0.897 -0.042 -0.148 -0.235
N -2.388 1.511 2.303 0.098 0.053 0.074
C -3.243 0.855 3.129 0.104 0.209 -0.288
O -4.089 0.087 2.731 -0.325 -0.324 0.086
O -3.019 1.207 4.406 0.136 0.086 0.031
C -3.834 0.656 5.468 -0.390 -0.282 0.476
C -3.680 -0.863 5.521 0.030 0.235 -0.220
C -3.269 1.297 6.736 -0.034 -0.088 -0.461
C -5.298 1.053 5.275 0.267 -0.035 -0.190
C -1.323 2.355 2.810 0.188 0.243 0.202
C -0.573 2.981 1.642 0.036 0.232 0.268
N 0.821 -0.156 -2.342 0.096 -0.869 0.809
N 0.502 0.211 -3.527 -0.213 -0.079 -0.629
H 4.107 0.906 -6.778 0.041 -0.112 -0.059
H 5.063 2.309 -6.295 0.129 -0.007 -0.052
H 3.847 2.463 -7.564 0.025 0.022 -0.134
H 3.287 1.855 -4.622 -0.004 0.070 0.051
H 3.024 3.414 -5.406 -0.011 0.043 0.089
H 1.378 2.351 -6.950 0.001 -0.050 -0.073
H 1.627 0.800 -6.139 -0.020 -0.037 -0.081
H -0.421 1.967 -5.358 -0.038 0.111 0.057
H 0.571 3.321 -4.777 -0.075 0.002 -0.049
H 1.657 2.933 -2.167 0.104 0.254 0.102
H 1.418 -0.155 0.067 -0.034 0.110 -0.081
H 3.684 0.829 0.685 0.027 0.075 0.042
H 3.677 1.686 -0.843 -0.026 0.010 0.120
H 3.138 -0.936 -1.655 0.078 -0.006 -0.120
H 4.716 -0.159 -1.719 -0.061 -0.026 -0.057
H 5.013 -2.265 -0.649 0.106 -0.037 0.038
H 5.204 -1.022 0.586 0.091 -0.039 0.021
H 2.835 -1.464 1.346 0.061 -0.068 0.046
H 3.921 -2.857 1.500 -0.102 0.151 0.011
H 2.859 -3.655 -0.638 -0.105 0.020 0.016
H -2.442 -2.613 -1.758 -0.136 -0.059 -0.054
H -0.816 -2.024 -2.151 -0.035 0.014 -0.060
H -1.483 -1.770 -0.537 -0.017 0.103 0.026
H -2.562 -4.343 0.276 -0.132 -0.034 -0.032
H -1.081 -5.217 0.697 0.001 -0.122 0.023
H -1.281 -3.526 1.178 -0.044 0.028 0.051
H -2.104 -5.053 -2.154 -0.123 -0.003 -0.011
H -0.614 -4.508 -2.940 0.024 0.021 -0.142
H -0.551 -5.781 -1.718 0.027 -0.118 0.026
H -0.927 0.646 -0.608 -0.011 -0.055 0.084
H -0.600 -0.067 0.983 -0.109 0.066 -0.133
H -3.006 0.323 0.745 0.135 0.137 -0.078
H -2.739 2.019 0.304 0.000 -0.117 -0.019
H -4.224 -1.257 6.375 -0.040 -0.027 0.133
H -2.629 -1.129 5.619 0.105 -0.043 0.055
H -4.073 -1.311 4.613 -0.019 -0.063 0.021
H -2.219 1.040 6.847 0.118 -0.041 0.049
H -3.355 2.379 6.678 -0.025 0.128 0.026
H -3.815 0.944 7.606 -0.068 -0.046 0.092
H -5.886 0.706 6.120 -0.049 -0.015 0.129
H -5.688 0.607 4.364 -0.069 -0.007 0.013
H -5.386 2.135 5.203 -0.030 0.115 0.036
H -0.631 1.760 3.420 0.003 0.134 -0.027
H -1.747 3.135 3.448 0.145 -0.037 -0.058
H -1.239 3.636 1.070 0.059 0.031 0.067
H 0.269 3.574 2.004 -0.221 -0.051 -0.037
```
Forces are in eV/Å.

***

[2]
This record from the Open Molecules 2025 dataset describes 5 unconnected molecules or ions with the total composition C26H46NO11. The level of theory is the ωB97M-V functional and the def2-TZVPD basis.

Output
Charge: +1
Electronic energy in eV: -51715.5237
HOMO energy in eV: -11.72
Frontier orbital gap in Eh: 0.33067

XYZ file:
```
84
Properties=species:S:1:pos:R:3:forces:R:3
C 4.414 3.166 3.148 -0.235 -0.256 0.087
C 5.406 2.192 2.570 0.837 0.224 0.018
O 6.440 2.526 2.037 -0.706 -0.215 0.046
O 5.033 0.906 2.727 -0.598 0.172 -0.476
C 5.594 -0.025 1.785 0.695 -0.289 0.159
C 5.254 0.249 0.330 -0.254 -0.345 -0.221
C 3.833 -0.133 -0.123 0.009 0.408 -0.042
C 2.683 0.234 0.835 -0.301 -0.054 -0.665
C 1.388 0.618 0.077 0.392 -0.172 0.204
C 1.147 2.120 -0.018 -0.727 -0.394 0.222
N 1.637 2.708 -1.330 0.053 0.386 0.162
C 2.768 3.700 -1.247 0.202 0.304 -0.091
C 2.505 4.881 -2.161 0.003 0.091 -0.433
O 2.580 4.524 -3.535 -0.046 -0.275 0.396
H 4.769 3.508 4.121 0.043 0.123 -0.102
H 3.436 2.706 3.296 0.092 -0.031 0.007
H 4.323 4.013 2.468 0.148 0.057 0.161
H 5.225 -1.008 2.084 -0.098 0.139 0.088
H 6.679 -0.040 1.909 -0.057 0.098 -0.005
H 5.464 1.284 0.055 0.077 0.010 0.245
H 5.954 -0.361 -0.250 0.027 0.133 -0.013
H 3.656 0.392 -1.073 0.091 -0.091 -0.032
H 3.783 -1.195 -0.377 -0.024 0.026 0.119
H 2.966 1.079 1.461 0.044 -0.158 0.206
H 2.446 -0.620 1.468 0.185 0.155 0.225
H 1.420 0.201 -0.938 -0.116 -0.075 0.049
H 0.521 0.160 0.553 -0.012 0.193 0.009
H 1.600 2.679 0.798 0.152 -0.039 -0.116
H 0.072 2.308 0.040 0.076 0.044 -0.149
H 1.897 1.949 -1.959 -0.026 -0.052 0.022
H 0.853 3.183 -1.779 -0.001 -0.044 -0.067
H 2.880 4.054 -0.223 -0.182 -0.201 0.037
H 3.686 3.188 -1.536 0.000 -0.024 0.106
H 1.488 5.260 -2.013 0.075 0.017 0.073
H 3.188 5.702 -1.927 0.056 -0.103 0.095
H 3.474 4.206 -3.711 -0.016 0.149 -0.194
O -1.710 0.768 1.643 0.256 0.120 -0.128
C -1.889 -0.368 1.995 -0.235 0.012 -0.022
O -1.139 -1.382 1.510 0.018 -0.004 0.046
C -1.631 -2.647 2.031 -0.129 -0.203 0.095
C -2.384 -2.283 3.300 0.170 0.028 -0.011
C -2.922 -0.897 2.964 0.264 -0.193 0.101
H -2.282 -3.099 1.282 0.022 0.043 -0.044
H -0.787 -3.308 2.210 0.104 0.108 -0.109
H -3.149 -3.002 3.557 -0.079 -0.016 -0.041
H -1.687 -2.213 4.137 -0.010 -0.012 0.005
H -3.886 -0.942 2.455 -0.029 0.042 0.023
H -3.002 -0.244 3.828 -0.131 0.100 -0.074
O 1.561 7.797 -9.469 0.007 -0.033 -0.070
C 1.261 7.045 -8.596 0.013 0.167 0.077
O 0.291 6.104 -8.739 -0.010 -0.061 -0.001
C 0.076 5.413 -7.502 -0.003 -0.038 0.074
C 1.365 5.597 -6.708 0.046 0.096 -0.006
C 1.833 6.969 -7.190 -0.017 -0.371 0.013
H -0.785 5.862 -7.001 0.011 0.013 0.017
H -0.150 4.372 -7.722 -0.020 0.022 -0.094
H 1.222 5.525 -5.632 -0.047 0.016 -0.004
H 2.091 4.838 -7.003 -0.013 -0.016 0.000
H 1.403 7.783 -6.603 0.033 0.046 -0.014
H 2.913 7.075 -7.218 -0.007 0.166 -0.017
O -3.062 -5.815 0.846 0.061 0.252 0.058
C -2.959 -5.662 -0.336 -0.147 -0.325 0.068
O -3.041 -4.444 -0.927 0.076 -0.034 -0.015
C -2.977 -4.588 -2.360 -0.011 0.027 -0.128
C -2.294 -5.928 -2.602 -0.007 -0.075 0.064
C -2.753 -6.734 -1.388 0.244 0.265 -0.244
H -3.996 -4.566 -2.751 -0.005 -0.013 0.005
H -2.425 -3.743 -2.766 -0.019 0.054 0.084
H -2.556 -6.371 -3.560 -0.058 0.022 0.007
H -1.211 -5.803 -2.573 0.000 0.009 -0.016
H -3.708 -7.232 -1.559 0.003 -0.047 0.043
H -2.019 -7.459 -1.050 -0.126 -0.093 0.103
O -5.091 -2.725 4.696 -0.079 0.058 0.070
C -5.510 -3.637 5.352 0.031 -0.049 -0.189
O -5.021 -3.925 6.575 0.005 -0.009 0.064
C -5.630 -5.126 7.087 -0.074 -0.101 0.044
C -6.942 -5.262 6.326 -0.015 0.035 -0.090
C -6.586 -4.636 4.978 -0.142 -0.006 0.337
H -4.951 -5.960 6.897 -0.001 0.000 -0.023
H -5.760 -5.016 8.160 0.063 0.086 0.000
H -7.294 -6.290 6.264 0.058 -0.019 -0.010
H -7.716 -4.669 6.814 0.001 -0.011 0.018
H -6.153 -5.360 4.286 -0.005 0.029 -0.051
H -7.421 -4.132 4.499 0.072 0.001 -0.144
```
Forces are in eV/Å.

***

[3]
This record from the Open Molecules 2025 dataset describes 10 unconnected molecules or ions with the total composition C26H47F6N5O4P. The level of theory is the ωB97M-V functional and the def2-TZVPD basis.

Output
Charge: -1
Electronic energy in eV: -68960.6037
HOMO energy in eV: -7.73
Frontier orbital gap in Eh: 0.36431

XYZ file:
```
89
Properties=species:S:1:pos:R:3:forces:R:3
P -1.813 5.071 2.358 -0.770 3.551 0.421
F -0.442 4.599 1.611 -0.915 0.163 -0.509
F -2.564 5.485 1.018 0.360 -0.415 -2.011
F -2.540 3.680 2.327 0.659 -1.747 -0.086
F -3.137 5.646 3.112 -0.657 -0.414 1.416
F -1.036 4.806 3.716 -0.105 -0.533 1.157
F -1.358 6.678 2.450 1.477 -0.560 -0.396
C 3.241 4.377 3.449 0.614 -0.995 -0.312
C 3.309 2.905 3.551 -0.435 -2.626 -0.214
N 3.427 1.740 3.615 -0.193 2.932 -0.099
H 2.646 4.794 4.261 0.380 0.121 -0.072
H 2.884 4.740 2.485 -0.377 -0.365 0.090
H 4.312 4.580 3.442 -0.048 0.937 0.559
C -1.172 2.215 7.036 0.299 0.140 -0.652
C -0.463 1.250 6.220 2.181 -3.377 -2.206
N 0.100 0.403 5.618 -1.845 2.830 1.969
H -2.220 2.143 6.745 -0.093 0.079 0.559
H -0.817 3.205 6.750 -0.073 0.094 0.225
H -0.926 1.983 8.072 -0.489 0.240 0.044
C 1.125 8.270 -0.949 0.904 0.655 0.807
C 1.648 8.929 0.280 -1.735 -2.050 -2.463
N 2.067 9.428 1.198 1.146 1.378 2.287
H 0.106 7.890 -0.866 0.076 0.339 0.188
H 1.789 7.434 -1.169 -0.047 0.075 -0.184
H 1.252 9.071 -1.676 -0.379 -0.436 -0.536
C -6.438 2.820 0.858 0.419 1.479 -0.294
C -6.002 1.490 0.712 -0.112 -1.328 0.084
N -5.553 0.442 0.676 0.212 -0.938 -0.227
H -5.977 3.141 1.792 -0.449 0.519 0.087
H -7.509 2.999 0.762 0.142 -0.206 0.299
H -5.921 3.342 0.052 -0.122 0.505 0.057
C -0.111 8.845 6.016 -1.761 0.001 1.088
C -1.583 9.235 6.035 -0.950 0.478 -1.197
N -2.685 9.624 5.958 2.557 -0.946 0.467
H 0.477 9.579 5.464 -0.104 -0.175 0.140
H 0.076 7.817 5.705 -0.412 0.209 -0.600
H 0.112 8.810 7.082 0.608 0.427 0.015
C 3.311 3.895 -3.178 0.549 0.745 0.894
C 3.808 3.774 -1.685 -0.794 -0.365 -0.788
C 4.670 2.559 -1.759 -0.126 -0.249 -0.445
O 4.004 1.725 -2.711 0.236 -1.290 -0.244
C 3.409 2.490 -3.782 0.254 0.681 1.745
H 4.018 4.563 -3.670 -0.619 0.349 -0.395
H 2.254 4.161 -3.194 0.337 0.831 -0.203
H 2.907 3.550 -1.114 0.207 -0.115 0.395
H 4.374 4.537 -1.150 -0.320 0.716 -0.651
H 4.793 2.168 -0.749 -0.502 -1.011 -0.227
H 5.699 2.719 -2.081 0.144 0.508 -0.366
H 2.410 2.115 -4.003 0.132 -0.378 0.174
H 3.963 2.525 -4.721 0.473 -0.419 0.132
C -3.624 2.269 -3.494 0.543 -1.566 2.622
C -4.594 3.329 -3.935 0.380 -0.153 0.623
C -3.717 4.538 -3.844 0.013 0.010 -1.973
O -2.469 4.059 -4.402 -0.185 1.459 -0.390
C -2.193 2.794 -3.838 -1.373 -0.228 -0.387
H -3.910 1.252 -3.761 0.417 0.042 -0.977
H -3.600 2.098 -2.418 -0.385 0.582 0.445
H -5.467 3.559 -3.326 -0.255 -0.818 -0.031
H -4.827 3.071 -4.968 -0.429 0.620 -0.063
H -3.658 5.011 -2.863 0.381 -0.377 0.253
H -4.202 5.244 -4.518 0.799 0.598 -0.174
H -1.498 2.997 -3.022 -0.277 -0.687 0.474
H -1.753 2.083 -4.538 0.390 0.524 -0.367
C -2.859 12.059 0.068 2.046 -0.603 -1.852
C -2.691 11.686 1.489 -1.396 -1.726 1.903
C -3.884 12.390 2.086 0.926 1.066 0.614
O -3.900 13.620 1.376 -0.994 1.159 -1.097
C -3.334 13.458 0.054 -0.298 0.168 1.195
H -3.499 11.438 -0.560 0.100 -0.431 0.437
H -1.851 12.097 -0.345 -0.052 -0.564 -0.677
H -1.757 11.923 1.999 0.050 0.285 -0.461
H -2.920 10.638 1.679 0.682 -0.332 -0.235
H -3.782 12.739 3.113 0.016 -0.569 0.202
H -4.753 11.737 2.006 -0.494 0.394 -0.324
H -2.447 14.082 -0.058 -0.379 0.679 0.109
H -4.042 13.612 -0.760 -0.199 0.435 0.211
C -8.212 7.135 1.762 -1.212 0.686 -1.561
C -9.532 7.953 1.338 1.227 -3.030 -0.196
C -9.463 9.013 2.353 0.019 0.167 -0.132
O -8.092 9.286 2.472 0.191 2.843 1.006
C -7.264 8.279 2.047 0.148 -1.714 -0.256
H -7.901 6.525 0.914 0.131 -0.371 0.385
H -8.409 6.577 2.678 -0.022 -0.248 -0.224
H -10.345 7.229 1.397 -0.386 0.397 0.123
H -9.452 8.278 0.301 0.102 0.266 0.095
H -9.770 8.623 3.323 -0.775 0.368 0.084
H -9.971 9.902 1.979 -0.121 0.223 0.734
H -6.596 7.948 2.843 0.426 0.457 -0.078
H -6.728 8.592 1.151 0.313 -0.052 0.018
```
Forces are in eV/Å.